# 1
Computed, not measured: a structure of composition C10H15N2 at a distorted geometry, with ωB97M-V/def2-TZVPD.

Structure (XYZ):
```
27
Properties=species:S:1:pos:R:3:lowdin_spin:R:1
C 2.08 -0.38 1.44 0.00
C 1.67 -1.57 0.88 0.00
C 1.91 0.79 0.71 0.00
C 1.45 -0.47 -1.33 0.00
C 1.56 -1.67 -0.53 0.00
C 1.59 0.80 -0.69 0.00
C -3.47 -0.33 0.35 0.09
C -2.23 -0.97 -0.20 0.65
C 1.55 2.07 -1.42 0.00
C -1.80 -0.15 2.23 0.63
N -2.25 -0.44 1.06 0.35
N -1.36 -0.35 -1.13 0.11
H 2.48 -0.28 2.43 0.00
H 1.77 -2.59 1.41 0.00
H 2.08 1.78 1.16 0.00
H 1.52 -0.58 -2.37 0.00
H -3.78 0.73 0.28 0.01
H -4.30 -0.83 0.59 0.01
H 1.69 1.88 -2.55 0.00
H 0.49 2.43 -1.31 0.00
H 2.13 2.87 -1.08 0.00
H 1.44 -2.55 -1.08 0.00
H -0.65 -0.16 2.34 0.04
H -2.43 0.11 2.99 0.06
H -0.03 -0.27 -1.02 0.00
H -1.63 0.77 -1.12 0.03
H -1.48 -0.64 -2.03 0.01
```

2S+1: 3
Gap between HOMO and LUMO (spin up / spin down) in eV: 5.915 / 7.846
Molar mass in g mol⁻¹: 163.244
HOMO level (spin up / spin down) in hartree: -0.3434 / -0.4836
Total charge: +1
Lowest unoccupied orbital energy (spin up / spin down) in eV: -3.43 / -5.31
Energy relative to the best compared isomer or geometry (same formula, charge and spin) in kcal per mole: 67.3

---

# 2
Computed, not measured: the ion C10H15N2O with charge +1 at a distorted geometry, with ωB97M-V/def2-TZVPD.

Structure (XYZ):
```
28
Properties=species:S:1:pos:R:3:nbo_charge:R:1
C -2.32 -1.79 0.42 -0.18
C -3.31 -0.89 0.39 -0.18
C -0.99 -1.63 0.04 -0.26
C -1.78 0.57 -0.58 -0.17
C -3.08 0.38 -0.07 0.01
C -0.70 -0.39 -0.42 0.10
C 1.98 1.39 -0.03 -0.14
C 2.24 -1.02 -0.26 0.10
C -4.02 1.54 -0.21 -0.66
C 4.12 0.20 0.74 -0.45
N 0.33 0.04 -1.18 -0.05
N 2.98 0.34 -0.22 -0.43
O 1.36 -0.96 -1.32 -0.40
H -2.45 -2.80 0.93 0.23
H -4.27 -1.17 0.81 0.23
H -0.35 -2.51 0.06 0.24
H -1.58 1.59 -1.05 0.23
H 2.07 2.32 -0.54 0.24
H 1.44 1.08 0.87 0.20
H 2.94 -1.79 -0.51 0.23
H 1.77 -1.13 0.73 0.20
H -4.25 1.69 -1.28 0.25
H -5.04 1.28 0.30 0.23
H -3.60 2.35 0.48 0.24
H 5.03 -0.24 0.31 0.25
H 4.23 1.38 1.01 0.25
H 3.85 -0.41 1.67 0.25
H 3.41 0.57 -1.11 0.44
```

2S+1: 1
Gap between HOMO and LUMO (spin up / spin down) in eV: 7.469 / 7.545
Molar mass in g mol⁻¹: 179.243
HOMO level (spin up / spin down) in hartree: -0.4323 / -0.4483
Total charge: +1
Lowest unoccupied orbital energy (spin up / spin down) in eV: -4.29 / -4.65
Energy relative to the best compared isomer or geometry (same formula, charge and spin) in kcal per mole: 124.7

---

# 3
Computed, not measured: the ion C10H15N2O3 with charge -1 at a distorted geometry, with ωB97M-V/def2-TZVPD.

Structure (XYZ):
```
30
Properties=species:S:1:pos:R:3:nbo_charge:R:1
C 0.84 -0.93 2.22 -0.15
C -0.15 -0.16 1.85 -0.28
C -0.21 1.94 0.48 0.60
C 2.86 -0.04 -0.65 0.82
C 2.02 -1.25 1.30 -0.28
C -0.34 0.40 0.53 0.09
C -1.10 -1.72 -0.65 -0.61
C -0.81 0.43 -1.94 -0.60
C -2.64 0.25 -0.32 -0.61
C -1.14 -0.23 -0.55 -0.11
N 1.89 -0.66 0.07 -0.41
N 0.86 2.40 -0.21 -0.82
O 2.71 1.04 -1.23 -0.77
O -0.98 2.69 1.20 -0.71
O 3.78 -0.75 -0.72 -0.67
H 0.75 -1.31 3.28 0.19
H -0.88 0.08 2.62 0.21
H 2.95 -1.15 1.81 0.19
H 1.83 -2.34 1.18 0.19
H -1.63 -2.23 0.19 0.19
H -0.08 -2.06 -0.63 0.25
H -1.66 -2.03 -1.51 0.20
H -1.66 0.26 -2.62 0.18
H -0.73 1.44 -1.49 0.23
H 0.11 -0.02 -2.37 0.23
H -3.10 0.06 -1.33 0.19
H -2.93 1.22 0.01 0.24
H -3.02 -0.48 0.42 0.19
H 1.58 1.74 -0.54 0.44
H 0.87 3.41 -0.41 0.38
```

2S+1: 1
Gap between HOMO and LUMO (spin up / spin down) in eV: 7.242 / 7.952
Molar mass in g mol⁻¹: 211.241
HOMO level (spin up / spin down) in hartree: -0.1446 / -0.1698
Total charge: -1
Lowest unoccupied orbital energy (spin up / spin down) in eV: 3.31 / 3.33
Energy relative to the best compared isomer or geometry (same formula, charge and spin) in kcal per mole: 33.5

---

# 4
Computed, not measured: a cluster of 5 separate species, C10H15N5 in total at a distorted geometry, with ωB97M-V/def2-TZVPD.

Structure (XYZ):
```
30
Properties=species:S:1:pos:R:3:nbo_charge:R:1
C 0.26 5.16 1.57 -0.74
C 1.71 5.38 1.47 0.29
N 2.84 5.56 1.40 -0.34
H 0.05 4.10 1.73 0.28
H -0.34 5.32 0.67 0.25
H -0.24 5.76 2.33 0.25
C -0.73 -4.22 0.47 -0.70
C -2.13 -4.78 0.44 0.28
N -3.22 -5.14 0.38 -0.34
H -0.31 -4.45 -0.51 0.25
H -0.13 -4.73 1.23 0.24
H -0.70 -3.15 0.67 0.26
C -1.68 1.88 -1.53 -0.73
C -2.69 0.84 -1.27 0.29
N -3.42 0.00 -1.09 -0.34
H -2.14 2.87 -1.59 0.25
H -1.01 1.67 -2.36 0.25
H -1.06 1.87 -0.63 0.28
C 2.21 -2.09 -3.42 -0.72
C 1.68 -2.17 -2.02 0.32
N 1.36 -2.20 -0.87 -0.38
H 1.71 -1.30 -3.99 0.26
H 1.97 -3.01 -3.94 0.26
H 3.27 -1.85 -3.40 0.26
C 0.51 -0.70 2.61 -0.72
C 0.46 0.61 1.89 0.34
N 0.38 1.59 1.34 -0.40
H -0.52 -0.86 2.91 0.26
H 1.04 -0.48 3.54 0.26
H 0.88 -1.48 1.95 0.27
```

2S+1: 1
Gap between HOMO and LUMO in eV: 11.766
Molar mass in g mol⁻¹: 205.265
SMILES: CC#N.CC#N.CC#N.CC#N.CC#N
HOMO level in hartree: -0.4238
Lowest unoccupied orbital energy in eV: 0.23
Energy relative to the best compared isomer or geometry (same formula, charge and spin) in kcal per mole: 35.3